1.
{
  "formula": "C8H7N3",
  "method": "wB97M-V/def2-TZVPD",
  "total_energy_ha": -473.23970,
  "homo_energy_ev": -8.3,
  "gap_ev": 8.718,
  "e_above_lowest_kcal_mol": 56.1,
  "fmax_ev_per_a": 8.71,
  "symbols": ["C", "C", "C", "C", "C", "N", "C", "C", "N", "N", "C", "H", "H", "H", "H", "H", "H", "H"],
  "coordinates": [[-0.49961, 1.61952, 2.61356], [-1.59165, 0.90116, 2.07443], [-1.40427, 0.27200, 0.83644], [-0.15631, 0.26120, 0.22039], [-0.02767, -0.55907, -0.94215], [-0.74422, -0.78000, -2.00014], [0.02239, -1.36422, -2.96778], [1.26085, -1.61794, -2.52041], [1.26980, -1.03882, -1.29303], [0.94466, 0.85223, 0.76706], [0.80143, 1.54203, 1.86843], [-0.44211, 2.11942, 3.58761], [-2.48083, 0.88147, 2.54612], [-2.39254, -0.48584, 0.39281], [-0.28208, -1.79890, -3.86229], [2.12401, -2.01009, -3.02201], [2.20930, -0.82995, -0.75248], [1.38884, 2.03579, 2.45345]],
  "forces_ev_per_a": [[1.387, -1.418, -2.237], [4.121, 1.325, -1.244], [-2.994, -2.238, -0.449], [-1.223, 0.253, 1.976], [4.716, -1.122, -3.237], [-2.225, 0.346, -0.503], [-0.515, -0.744, 0.843], [0.421, 1.367, 0.913], [3.184, 0.790, 3.212], [0.227, -0.027, -0.743], [-8.282, -2.676, -0.430], [-0.502, -0.175, -0.485], [-2.910, -0.212, 1.527], [3.444, 2.681, 1.161], [-1.326, -0.060, -1.371], [0.141, -0.148, 0.170], [-3.022, -0.600, -1.240], [5.358, 2.659, 2.138]]
}

2.
{
  "formula": "C20H49ClN5O7S",
  "method": "wB97M-V/def2-TZVPD",
  "total_energy_ha": -2449.90168,
  "homo_energy_ev": -11.8,
  "charge": 1,
  "gap_ev": 7.556,
  "fmax_ev_per_a": 0.62,
  "symbols": ["C", "C", "C", "Cl", "N", "C", "N", "C", "C", "O", "C", "N", "N", "N", "C", "S", "H", "H", "H", "H", "H", "H", "H", "H", "H", "H", "H", "H", "H", "C", "C", "O", "H", "H", "H", "H", "H", "H", "C", "C", "O", "H", "H", "H", "H", "H", "H", "C", "C", "O", "H", "H", "H", "H", "H", "H", "C", "C", "O", "H", "H", "H", "H", "H", "H", "C", "C", "O", "H", "H", "H", "H", "H", "H", "C", "C", "O", "H", "H", "H", "H", "H", "H"],
  "coordinates": [[4.42580, 2.81562, -0.42936], [3.80156, 1.49614, 0.03381], [2.31624, 1.39430, -0.34905], [1.96033, -0.13570, -1.20408], [1.46903, 1.53525, 0.81506], [0.17322, 1.80115, 0.71324], [-0.51446, 1.99100, -0.43038], [-1.76450, 2.20255, -0.05788], [-2.91823, 2.43104, -0.99035], [-3.72424, 3.51649, -0.62864], [-3.01778, 4.71523, -0.31078], [-1.89479, 2.16931, 1.27358], [-0.64624, 1.91355, 1.77289], [-0.29406, 1.79922, 3.08740], [-1.14087, 1.45721, 3.92136], [-2.23285, 1.10202, 4.93787], [5.29809, 3.06951, 0.17184], [4.76168, 2.73271, -1.46317], [3.72508, 3.65187, -0.37213], [4.31450, 0.67975, -0.47362], [3.93490, 1.33737, 1.10675], [2.08865, 2.20213, -1.04155], [1.85591, 1.40122, 1.73763], [-2.52117, 2.49561, -2.00748], [-3.54700, 1.53703, -0.93990], [-3.73933, 5.52687, -0.37512], [-2.19603, 4.91541, -1.00236], [-2.66729, 4.67295, 0.72478], [-2.73171, 2.32195, 1.81924], [5.14833, -3.29943, -3.17283], [5.36403, -2.01195, -2.40642], [4.89632, -0.86749, -3.12345], [5.65975, -3.25950, -4.13565], [5.52269, -4.14883, -2.60522], [4.08400, -3.45641, -3.37284], [6.42299, -1.84150, -2.21785], [4.84928, -2.06726, -1.43876], [3.95791, -1.01074, -3.28088], [3.84012, -7.81813, -1.88040], [4.77971, -6.70174, -2.29264], [5.26741, -5.98089, -1.15636], [2.99567, -7.41404, -1.32134], [3.45899, -8.35251, -2.75132], [4.35198, -8.53689, -1.23630], [4.26291, -5.97831, -2.92028], [5.62662, -7.10046, -2.86029], [5.73874, -6.61778, -0.61044], [1.78321, -3.70326, 0.78128], [1.66106, -4.53518, -0.47918], [0.40990, -4.34081, -1.13966], [0.97575, -3.94290, 1.47587], [2.73557, -3.88129, 1.28140], [1.70631, -2.63808, 0.54294], [1.71560, -5.59747, -0.24642], [2.47942, -4.29978, -1.16929], [0.34348, -3.41072, -1.37414], [-7.08868, 5.03512, 1.04609], [-6.01635, 5.28800, 2.08475], [-5.52994, 4.06111, 2.64485], [-7.92378, 4.49484, 1.49346], [-7.46279, 5.96474, 0.62046], [-6.69978, 4.42460, 0.22637], [-6.41141, 5.88877, 2.90162], [-5.17489, 5.83552, 1.64463], [-5.20400, 3.54568, 1.89992], [-9.17387, 4.57614, -3.39303], [-9.59444, 5.43240, -2.21463], [-8.50787, 6.18911, -1.68351], [-8.37284, 3.89549, -3.10139], [-10.01250, 3.98873, -3.76813], [-8.80176, 5.19831, -4.21038], [-9.95186, 4.81036, -1.39478], [-10.40601, 6.10653, -2.50529], [-8.18046, 6.76506, -2.38115], [3.81305, -3.87739, 5.68563], [3.97159, -4.68542, 4.41257], [4.08412, -3.85564, 3.25746], [2.93358, -3.23525, 5.62069], [3.70541, -4.53049, 6.55213], [4.68315, -3.23691, 5.84864], [3.09750, -5.31299, 4.24340], [4.84766, -5.33733, 4.48470], [4.86089, -3.29889, 3.36814]],
  "forces_ev_per_a": [[0.038, 0.062, 0.059], [0.043, -0.154, -0.316], [0.499, 0.347, 0.071], [-0.167, -0.154, -0.009], [-0.070, 0.194, 0.079], [0.038, -0.006, -0.139], [-0.059, 0.008, 0.166], [0.269, 0.012, -0.076], [-0.061, -0.227, 0.021], [0.000, -0.048, 0.260], [-0.311, 0.135, 0.034], [-0.427, -0.034, -0.443], [0.086, -0.028, 0.127], [0.064, -0.127, 0.067], [-0.411, 0.128, -0.216], [0.224, -0.006, 0.134], [-0.026, -0.026, -0.006], [-0.095, 0.013, -0.005], [0.027, -0.013, 0.113], [0.049, -0.024, 0.147], [-0.095, 0.021, -0.001], [-0.242, -0.212, -0.112], [0.054, -0.111, -0.037], [0.102, 0.171, 0.074], [-0.039, 0.062, -0.111], [0.010, -0.045, -0.075], [0.020, -0.097, 0.015], [0.220, 0.111, -0.092], [0.203, -0.009, 0.316], [0.086, 0.094, -0.160], [-0.212, 0.003, 0.028], [0.033, -0.011, 0.128], [0.019, 0.009, 0.014], [-0.002, 0.025, 0.048], [-0.009, -0.018, 0.064], [0.000, 0.024, -0.018], [0.101, -0.032, 0.057], [-0.013, 0.094, -0.100], [-0.025, 0.038, 0.036], [0.050, -0.175, 0.208], [-0.094, -0.068, -0.167], [-0.013, -0.001, -0.040], [0.009, -0.007, -0.001], [0.014, -0.031, -0.046], [0.010, 0.030, 0.017], [-0.052, 0.013, -0.087], [0.033, 0.088, 0.100], [-0.077, -0.037, 0.011], [-0.013, 0.196, -0.098], [-0.012, -0.063, 0.054], [0.016, -0.050, 0.000], [-0.027, 0.039, -0.006], [0.077, 0.013, -0.010], [-0.017, 0.000, -0.021], [0.074, -0.091, 0.056], [-0.012, 0.009, -0.017], [0.012, -0.070, 0.076], [-0.025, -0.047, -0.273], [0.247, 0.043, 0.070], [-0.012, 0.035, 0.017], [0.004, -0.015, -0.038], [0.016, 0.066, -0.042], [0.085, -0.129, 0.135], [-0.055, 0.107, 0.037], [-0.203, -0.056, -0.079], [0.094, -0.007, 0.041], [0.020, 0.080, -0.093], [0.033, -0.048, -0.015], [-0.024, -0.021, 0.008], [-0.007, 0.010, -0.007], [-0.050, 0.001, -0.020], [0.000, 0.023, 0.020], [-0.051, -0.047, 0.034], [-0.015, 0.032, 0.001], [-0.047, 0.076, -0.054], [0.115, 0.054, 0.018], [-0.040, 0.046, 0.069], [-0.018, -0.028, 0.013], [0.014, -0.003, 0.002], [0.023, -0.040, 0.030], [0.009, -0.007, -0.030], [-0.046, -0.063, 0.014], [0.035, -0.023, -0.025]]
}